1.
Molecular formula: C23H41AlCl2F3LiN2Na2O12PS
Method: DFT, wB97M-V/def2-TZVPD

Last column: Mulliken charge in e.
Element x y z (Å)
C: 2.32316 -1.72278 2.05532  -0.750
O: 2.02478 -0.36005 1.55952  -0.281
C: 1.88147 -0.38489 0.09246  -0.617
C: 0.31352 -0.22682 -0.42816  -0.033
C: -0.78912 -0.91996 0.57999  0.672
C: -2.25274 -1.21707 -0.12275  0.039
C: -3.08202 -0.06829 -1.00574  0.612
C: -2.51759 1.49010 -1.21181  -0.544
C: -2.37762 2.13687 0.28820  -0.259
C: -3.56454 3.25964 0.64076  0.091
C: -3.33976 3.60336 2.26191  0.059
C: -5.08852 2.58170 0.55315  -0.288
C: -4.53830 -0.38218 -1.75691  -1.109
N: -5.14185 -1.76945 -1.59061  0.012
C: -4.48932 -2.89609 -0.76352  -0.289
C: -5.33870 -4.30004 -0.67868  -0.476
O: -6.60475 -3.97274 0.04334  -0.326
O: -6.31826 -3.09839 0.97610  0.068
C: -3.02998 -2.69188 -0.01477  1.000
C: -2.28619 -3.86849 0.88759  -1.247
H: 1.75004 -1.84798 3.09405  0.327
H: 1.90573 -2.56116 1.32615  0.459
H: 3.48297 -1.81957 2.18950  0.373
H: 2.46622 0.57154 -0.31054  0.326
H: 2.42358 -1.31902 -0.40707  0.287
H: 0.26025 -0.61042 -1.54002  0.368
H: 0.10071 0.94415 -0.41689  -0.103
H: -0.29870 -1.89910 1.05321  -0.359
H: -0.94852 -0.17170 1.47117  0.138
H: -3.26366 2.13825 -1.85168  0.397
H: -1.49202 1.47858 -1.82183  0.369
H: -1.29388 2.56961 0.50256  0.100
H: -2.53912 1.27539 1.09802  -0.011
H: -3.46087 4.20794 -0.04226  0.333
H: -2.19766 3.86437 2.47567  -1.145
H: -4.08617 4.40859 2.66663  0.436
H: -3.51595 2.56035 2.81476  0.367
H: -4.93328 1.43998 0.78987  -0.194
H: -5.61793 2.78914 -0.47674  0.258
H: -5.72377 3.05828 1.43854  0.362
H: -5.04762 0.48152 -2.39771  0.304
H: -6.06284 -1.93741 -2.08525  0.286
H: -5.63592 -4.60392 -1.78367  0.280
H: -4.75978 -5.16020 -0.13588  0.289
H: -6.90304 -2.29243 0.86588  0.059
H: -2.13646 -3.46292 1.99906  0.258
H: -1.21106 -4.08514 0.47841  -0.054
H: -2.92007 -4.85261 0.99254  0.187
Cl: 1.59696 -3.89821 1.91002  -0.126
Al: -4.70304 -0.45128 0.36104  -0.881
O: 0.52377 -7.15222 -0.56186  -0.415
P: -0.20309 -6.40338 -1.69100  0.839
O: -0.03422 -7.17567 -3.00965  -0.259
O: 0.39665 -4.99554 -1.84064  -0.454
O: -1.69832 -6.28956 -1.35166  -0.405
Na: -6.80304 -5.63964 1.52722  1.004
Cl: -3.20304 -4.73964 3.13436  -0.689
Li: -0.50304 3.91299 3.20279  0.940
C: 3.11955 6.13158 2.55657  -0.583
C: 2.97907 7.62860 2.48434  0.850
O: 3.34513 8.34973 3.41108  -0.554
C: 2.37327 8.20910 1.23462  -1.026
H: 3.57188 5.85531 3.51487  0.296
H: 2.13502 5.66221 2.48621  0.005
H: 3.76749 5.77993 1.74972  0.173
H: 1.35562 7.83237 1.10532  0.284
H: 2.98796 7.95004 0.36888  0.289
H: 2.33456 9.30004 1.32315  0.296
C: 7.52023 5.35268 1.44560  -1.289
C: 6.60707 5.53846 0.26420  0.778
O: 5.44126 5.15410 0.27095  -0.699
N: 7.11810 6.15851 -0.83956  -0.154
C: 8.45277 6.67308 -1.02903  -0.824
H: 6.98249 4.84618 2.25139  0.263
H: 8.37710 4.73655 1.16033  0.404
H: 7.85678 6.32608 1.81237  0.369
H: 6.45122 6.25092 -1.59700  0.239
H: 8.37767 7.74202 -1.24012  0.285
H: 8.89451 6.16314 -1.88785  0.289
H: 9.08427 6.52048 -0.15310  0.322
C: 3.06823 -10.47332 -4.92177  0.529
F: 4.35429 -10.19151 -4.53643  -0.224
F: 3.12559 -10.69768 -6.27398  -0.218
F: 2.76758 -11.68643 -4.35588  -0.223
S: 1.85622 -9.12964 -4.45532  1.309
O: 2.32823 -7.91896 -5.14138  -0.592
O: 1.92695 -9.02731 -2.99118  -0.540
O: 0.54855 -9.59368 -4.93860  -0.595
Na: -8.60304 -2.96709 0.88909  0.955

Forces on atoms 1 to 3 (eV/Å):
1.07 3.98 3.76
-0.38 -2.79 -1.45
0.49 1.00 -1.74

Results
LUMO level = -6.332 eV
net charge = +1
spin multiplicity = 1
E_tot = -4446.0823 hartree

---

2.
Molecular formula: C23H41BFO11
Method: DFT, wB97M-V/def2-TZVPD

Last column: Mulliken charge in e.
Element x y z (Å)
C: 2.08694 3.08501 -2.99398  -1.458
C: 1.31277 1.76772 -3.17487  0.815
C: 2.23804 0.56762 -3.13449  -0.849
O: 1.60646 -0.67411 -3.20956  -0.124
B: 0.92345 -0.92932 -4.48674  0.755
C: 1.80296 -0.57310 -5.84121  -0.537
C: 3.21263 -1.02594 -5.77528  0.480
O: 4.19643 -0.46167 -6.27027  -0.640
F: 3.43011 -2.17657 -5.08681  -0.193
O: 0.66319 -2.42794 -4.55989  -0.612
C: -0.72085 -2.62515 -4.52571  -0.971
C: -1.17305 -1.34048 -3.79978  1.209
C: -2.64989 -1.07503 -3.69557  -1.035
C: -2.94396 0.11107 -2.76872  -0.669
C: -2.50392 -0.17987 -1.34007  0.322
C: -3.08762 0.70337 -0.24218  -0.980
C: -2.81028 0.02382 1.11560  -1.039
C: -1.30799 -0.11980 1.38304  0.135
C: -0.68103 -1.44346 0.98681  -0.469
C: 0.83970 -1.39432 1.21570  0.348
C: 1.44837 -2.74244 1.58813  -0.958
O: 2.67476 -3.00855 0.94264  -0.484
C: 2.53267 -3.15357 -0.47051  -0.702
O: -0.46842 -0.40058 -4.53582  -0.727
H: 3.15815 2.93170 -3.08530  0.381
H: 1.81365 3.78102 -3.78220  0.341
H: 1.82657 3.56309 -2.06191  0.298
H: 0.76472 1.83265 -4.10785  0.195
H: 0.56555 1.66730 -2.39254  -0.317
H: 3.00945 0.70502 -3.90343  0.179
H: 2.76547 0.60798 -2.17760  0.372
H: 1.31688 -1.08040 -6.66405  0.388
H: 1.83354 0.49783 -6.00912  0.139
H: -1.01077 -3.56446 -4.06445  0.268
H: -1.09318 -2.50137 -5.55325  0.255
H: -0.76792 -1.52204 -2.79882  -0.447
H: -3.04533 -0.82249 -4.67707  0.409
H: -3.18302 -1.94224 -3.31051  0.334
H: -3.98956 0.41129 -2.83086  0.393
H: -2.37817 0.96747 -3.13086  0.262
H: -1.42870 -0.04368 -1.32550  -0.445
H: -2.67825 -1.23584 -1.13315  0.453
H: -2.51544 1.62759 -0.22551  0.249
H: -4.14574 0.89127 -0.39265  0.436
H: -3.28225 -0.95476 1.06323  0.448
H: -3.24728 0.60851 1.91985  0.355
H: -1.14183 0.01782 2.44930  0.659
H: -0.74100 0.65531 0.88114  -0.279
H: -0.80987 -1.65683 -0.06547  -0.109
H: -1.06959 -2.28744 1.55577  0.462
H: 1.05458 -0.69160 2.01641  -0.072
H: 1.31738 -0.99360 0.32874  0.096
H: 0.74841 -3.55624 1.37764  0.454
H: 1.67452 -2.77193 2.64876  0.369
H: 2.94230 -2.28500 -0.97493  0.233
H: 3.06222 -4.03750 -0.80491  0.360
H: 1.48305 -3.22060 -0.74264  0.303
C: 1.31803 2.75376 4.07658  -0.085
C: 0.52166 4.03119 3.94561  -0.262
O: 0.45256 4.20435 2.52301  -0.373
C: 0.61328 2.98711 1.94366  0.619
O: 0.43893 2.75259 0.79599  -0.512
O: 0.99964 2.07082 2.86119  -0.232
H: 1.03575 2.15627 4.93546  0.049
H: 2.39579 2.94010 4.10157  0.284
H: -0.48834 3.93158 4.33792  0.246
H: 1.00450 4.88659 4.41236  0.282
C: -1.21685 0.10778 8.66009  -0.318
C: -1.36451 -0.83184 7.48115  -0.313
O: -1.47387 0.07852 6.38301  -0.257
C: -0.89593 1.24296 6.73974  0.576
O: -0.67165 2.13789 5.99055  -0.534
O: -0.60029 1.25251 8.05996  -0.319
H: -0.59008 -0.29142 9.45273  0.287
H: -2.17858 0.40737 9.07987  0.274
H: -0.48423 -1.45869 7.33115  0.272
H: -2.24584 -1.46402 7.54168  0.278

Forces on atoms 1 to 3 (eV/Å):
-0.40 -0.17 -0.41
0.00 0.56 -0.01
0.03 0.03 0.44

Results
LUMO level = 1.516 eV
net charge = -1
spin multiplicity = 1
E_tot = -1853.5010 hartree

---

Q: What is the formula in the first record?
A: C23H41AlCl2F3LiN2Na2O12PS

---

Q: Look up the net charge of the first one.
A: +1

---

Q: Which of these has the highest LUMO level?
A: C23H41BFO11